No. 1
The following is a quantum chemistry calculation of a structure of composition C66H73F5NOPS3Sc, from the OMol25 dataset.

The charge is -1. The largest force on an atom comes out at 0.793 eV/Å. For the orbital gap, the calculation gives 7.43 eV. The HOMO energy comes out at -0.1930 hartree.

Each line ends with the Löwdin charge.
CARTESIAN COORDINATES (ANGSTROEM)
Sc -0.69 -0.51 -0.56  0.965
N -2.84 -2.47 -1.71  0.150
C -4.07 -2.79 -1.14  -0.251
C -5.05 -3.37 -1.95  -0.032
C -6.33 -3.61 -1.47  -0.100
C -6.64 -3.22 -0.18  -0.111
C -5.65 -2.70 0.63  -0.086
C -4.32 -2.54 0.22  -0.140
C -3.29 -2.20 1.26  -0.176
C -3.61 -2.73 2.52  -0.055
C -2.91 -2.40 3.67  -0.081
C -1.81 -1.57 3.55  -0.144
C -1.41 -1.17 2.29  -0.234
C -2.11 -1.42 1.09  -0.141
H -2.63 -1.49 -1.54  0.021
H -2.79 -2.66 -2.70  0.091
H -4.80 -3.60 -2.98  0.105
H -7.07 -4.05 -2.12  0.095
H -7.65 -3.32 0.20  0.093
H -5.92 -2.39 1.63  0.107
H -4.42 -3.43 2.60  0.101
H -3.22 -2.79 4.63  0.098
H -1.25 -1.26 4.43  0.102
H -0.49 -0.58 2.25  0.041
C 4.21 -2.41 -2.00  -0.067
C 3.86 -3.08 -0.67  -0.368
C 5.02 -3.93 -0.16  -0.058
C 3.43 -2.08 0.38  -0.174
C 3.93 -0.79 0.45  0.014
C 3.50 0.11 1.41  -0.133
C 4.36 1.35 1.62  -0.361
C 5.55 0.97 2.51  -0.050
C 4.90 1.96 0.32  -0.077
C 2.47 -0.25 2.32  -0.071
C 2.17 -1.62 2.41  -0.129
C 2.61 -2.49 1.42  0.011
C 1.58 -2.28 3.65  -0.351
C 0.80 -3.57 3.37  -0.075
C 2.75 -2.69 4.58  -0.055
C 1.97 0.80 3.30  -0.145
C 2.70 0.80 4.50  -0.058
C 2.54 1.74 5.50  -0.072
C 1.65 2.77 5.29  -0.080
C 0.91 2.80 4.13  -0.110
C 0.99 1.83 3.12  -0.238
P -0.27 2.04 1.71  1.203
C 0.37 3.60 0.80  -0.660
C 1.86 3.36 0.63  -0.122
C -0.25 3.63 -0.61  -0.110
C 0.18 4.97 1.44  -0.086
C -1.96 2.58 2.48  -0.639
C -2.62 1.33 3.09  -0.109
C -2.81 2.97 1.26  -0.132
C -2.11 3.68 3.55  -0.102
H 4.29 -3.17 -2.79  0.083
H 5.16 -1.89 -1.94  0.076
H 3.43 -1.70 -2.28  0.061
H 3.00 -3.74 -0.84  0.118
H 5.89 -3.30 0.04  0.080
H 5.30 -4.68 -0.91  0.076
H 4.75 -4.45 0.76  0.074
H 4.69 -0.48 -0.25  0.113
H 3.78 2.10 2.16  0.104
H 6.09 0.13 2.08  0.084
H 5.22 0.68 3.51  0.062
H 6.24 1.81 2.61  0.079
H 5.82 1.45 0.01  0.078
H 5.15 3.01 0.46  0.083
H 4.18 1.88 -0.49  0.048
H 2.32 -3.53 1.46  0.121
H 0.96 -1.56 4.19  0.112
H 1.49 -4.42 3.26  0.079
H 0.20 -3.51 2.47  0.055
H 0.14 -3.80 4.21  0.081
H 3.43 -3.35 4.04  0.084
H 2.36 -3.23 5.45  0.081
H 3.33 -1.84 4.94  0.052
H 3.44 0.03 4.63  0.087
H 3.13 1.68 6.40  0.103
H 1.53 3.56 6.03  0.102
H 0.24 3.63 3.98  0.059
H 2.04 2.35 0.28  0.048
H 2.38 3.53 1.58  0.074
H 2.27 4.06 -0.10  0.087
H -0.27 2.65 -1.07  0.045
H 0.36 4.28 -1.24  0.084
H -1.26 4.04 -0.60  0.031
H 0.63 5.03 2.43  0.069
H -0.87 5.26 1.49  0.062
H 0.69 5.71 0.81  0.088
H -2.75 0.55 2.35  0.053
H -3.61 1.61 3.46  0.093
H -2.04 0.93 3.92  0.077
H -2.62 2.31 0.41  0.043
H -2.64 4.00 0.95  0.058
H -3.87 2.88 1.51  0.093
H -1.80 3.32 4.53  0.074
H -3.18 3.91 3.62  0.086
H -1.60 4.60 3.33  0.053
O -2.09 0.50 -1.56  -0.287
C -2.96 0.87 -2.58  -0.551
C -2.77 2.34 -2.94  -0.422
C -1.97 2.90 -3.89  -0.108
C -1.98 4.32 -3.86  -0.184
C -2.80 4.82 -2.90  -0.411
S -3.57 3.57 -2.02  1.059
C -2.65 0.05 -3.83  -0.463
C -1.39 -0.26 -4.23  -0.150
C -1.34 -1.08 -5.39  -0.166
C -2.59 -1.37 -5.86  -0.411
S -3.82 -0.66 -4.89  1.018
C -4.38 0.65 -2.08  -0.500
C -4.72 0.22 -0.83  -0.112
C -6.12 0.18 -0.62  -0.165
C -6.83 0.59 -1.70  -0.399
S -5.80 1.04 -2.99  0.992
H -1.40 2.31 -4.58  0.104
H -1.40 4.94 -4.54  0.098
H -3.01 5.85 -2.66  0.062
H -0.52 0.09 -3.69  0.083
H -0.43 -1.44 -5.84  0.105
H -2.86 -1.96 -6.72  0.057
H -3.97 -0.06 -0.10  0.097
H -6.58 -0.16 0.30  0.102
H -7.90 0.68 -1.82  0.059
C 3.99 1.30 -3.42  -0.044
C 2.49 1.60 -3.44  -0.607
C 2.28 3.12 -3.43  -0.047
C 1.90 1.02 -4.73  -0.048
C 1.79 1.01 -2.28  -0.155
C 1.12 0.54 -1.38  -0.085
H 4.45 1.63 -4.35  0.082
H 4.16 0.22 -3.32  0.069
H 4.49 1.81 -2.60  0.064
H 2.76 3.58 -4.30  0.082
H 2.70 3.56 -2.53  0.072
H 1.21 3.36 -3.46  0.071
H 2.40 1.45 -5.60  0.084
H 0.83 1.24 -4.81  0.062
H 2.02 -0.06 -4.76  0.080
F -0.66 -3.88 0.60  0.054
C -0.08 -3.88 -0.62  -0.261
C 0.15 -2.68 -1.29  -0.029
C 0.77 -2.87 -2.51  -0.260
F 1.09 -1.82 -3.31  0.030
C 1.15 -4.10 -3.04  -0.165
F 1.77 -4.18 -4.23  0.087
C 0.88 -5.25 -2.33  -0.152
F 1.23 -6.45 -2.81  0.101
C 0.26 -5.13 -1.10  -0.154
F -0.02 -6.24 -0.39  0.095

No. 2
The following is a quantum chemistry calculation of a cluster of 13 separate species, C66H74BFN15O4S in total in a non-equilibrium geometry, from the OMol25 dataset.

The charge is +1. The largest force on an atom comes out at 2.376 eV/Å. For the orbital gap, the calculation gives 8.49 eV. The HOMO energy comes out at -0.3963 hartree.

Each line ends with the Löwdin charge.
CARTESIAN COORDINATES (ANGSTROEM)
N 3.53 -1.76 -1.72  0.127
C 2.40 -1.39 -1.33  -0.222
C 1.76 -1.98 -0.08  -0.080
C 0.26 -2.30 -0.22  -0.299
O -0.58 -1.54 0.60  -0.095
C -0.44 -1.80 2.00  -0.146
C 0.14 -3.15 2.43  -0.053
N 0.17 -4.24 1.38  0.109
C -0.08 -3.79 -0.02  -0.242
B 0.72 -4.71 -1.08  -0.588
N 2.12 -5.02 -0.83  0.184
O 0.13 -5.20 -2.19  0.166
S -1.88 -3.99 -0.30  0.673
O -2.24 -3.21 -1.41  -0.180
O -2.58 -3.71 0.90  -0.194
F -2.10 -5.49 -0.63  -0.096
H 3.90 -2.48 -1.10  0.022
H 1.83 -0.62 -1.83  0.103
H 2.34 -2.83 0.29  0.103
H 1.85 -1.22 0.70  0.136
H -0.03 -2.06 -1.24  0.117
H -1.43 -1.70 2.43  0.126
H 0.16 -1.01 2.43  0.091
H -0.39 -3.55 3.28  0.118
H 1.16 -3.00 2.75  0.130
H -0.45 -4.99 1.67  0.159
H 1.12 -4.64 1.39  0.153
H 2.32 -6.00 -0.98  0.095
H 2.68 -4.44 -1.46  0.079
H -0.51 -4.57 -2.57  0.088
N -0.05 -1.37 -3.32  0.048
C 0.17 -2.33 -4.22  -0.139
C -0.15 -2.23 -5.56  -0.050
C -0.74 -1.06 -6.00  -0.065
C -0.99 -0.05 -5.09  -0.068
C -0.62 -0.25 -3.77  -0.127
H 0.64 -3.23 -3.83  0.095
H 0.06 -3.05 -6.24  0.092
H -1.01 -0.94 -7.04  0.110
H -1.45 0.88 -5.40  0.103
H -0.79 0.52 -3.02  0.115
N 0.79 -6.23 3.63  0.035
C 0.91 -7.51 3.26  -0.150
C 0.53 -8.58 4.05  -0.056
C 0.00 -8.31 5.30  -0.055
C -0.13 -7.00 5.70  -0.052
C 0.28 -6.00 4.84  -0.149
H 1.34 -7.68 2.27  0.102
H 0.65 -9.60 3.69  0.110
H -0.31 -9.12 5.95  0.115
H -0.54 -6.75 6.67  0.111
H 0.19 -4.95 5.11  0.101
N -1.37 2.45 1.11  0.055
C -1.71 3.57 1.75  -0.164
C -2.83 3.69 2.56  -0.062
C -3.66 2.59 2.69  -0.072
C -3.33 1.42 2.03  -0.067
C -2.18 1.40 1.26  -0.162
H -1.03 4.41 1.62  0.097
H -3.05 4.62 3.06  0.103
H -4.55 2.65 3.31  0.088
H -3.95 0.54 2.12  0.102
H -1.88 0.51 0.72  0.088
N 3.21 1.73 -5.32  0.058
C 2.11 1.40 -5.98  -0.157
C 1.47 2.23 -6.89  -0.073
C 2.01 3.48 -7.12  -0.080
C 3.16 3.85 -6.44  -0.074
C 3.72 2.94 -5.55  -0.158
H 1.72 0.41 -5.76  0.087
H 0.57 1.90 -7.40  0.098
H 1.55 4.16 -7.82  0.106
H 3.62 4.82 -6.59  0.101
H 4.62 3.18 -5.00  0.102
N -3.58 0.85 -7.98  0.049
C -3.96 1.94 -7.31  -0.166
C -5.10 2.00 -6.53  -0.073
C -5.89 0.87 -6.43  -0.079
C -5.51 -0.27 -7.11  -0.071
C -4.35 -0.23 -7.87  -0.161
H -3.32 2.80 -7.42  0.102
H -5.36 2.91 -6.01  0.102
H -6.79 0.87 -5.83  0.107
H -6.10 -1.18 -7.07  0.102
H -4.01 -1.10 -8.42  0.102
N 1.77 -0.02 3.90  0.041
C 1.02 0.94 4.44  -0.157
C 1.25 1.48 5.69  -0.058
C 2.32 1.00 6.43  -0.065
C 3.11 0.00 5.89  -0.067
C 2.79 -0.47 4.62  -0.158
H 0.19 1.29 3.83  0.098
H 0.61 2.26 6.08  0.109
H 2.53 1.40 7.41  0.110
H 3.95 -0.41 6.43  0.104
H 3.39 -1.25 4.16  0.100
N -6.39 3.84 4.98  0.043
C -6.59 4.97 4.29  -0.160
C -6.66 6.22 4.87  -0.086
C -6.52 6.32 6.25  -0.083
C -6.32 5.16 6.98  -0.070
C -6.26 3.96 6.30  -0.158
H -6.69 4.85 3.22  0.103
H -6.81 7.11 4.27  0.101
H -6.57 7.28 6.74  0.106
H -6.21 5.19 8.06  0.102
H -6.10 3.02 6.84  0.101
N -1.00 -5.53 -6.49  0.055
C -0.90 -6.20 -7.64  -0.145
C -0.20 -7.39 -7.78  -0.064
C 0.44 -7.91 -6.67  -0.074
C 0.36 -7.22 -5.47  -0.065
C -0.37 -6.05 -5.43  -0.155
H -1.42 -5.76 -8.48  0.106
H -0.16 -7.89 -8.74  0.105
H 1.01 -8.83 -6.74  0.108
H 0.85 -7.59 -4.58  0.100
H -0.47 -5.48 -4.51  0.075
N -8.96 8.91 5.46  0.054
C -9.30 10.03 6.10  -0.155
C -10.42 10.16 6.90  -0.072
C -11.25 9.06 7.05  -0.079
C -10.92 7.89 6.39  -0.070
C -9.78 7.87 5.62  -0.159
H -8.62 10.87 5.96  0.103
H -10.63 11.10 7.40  0.102
H -12.14 9.12 7.67  0.107
H -11.55 7.01 6.48  0.103
H -9.48 6.97 5.09  0.095
N 2.00 4.70 3.78  0.058
C 1.83 4.15 2.58  -0.168
C 2.31 4.69 1.41  -0.071
C 3.01 5.89 1.48  -0.081
C 3.19 6.48 2.71  -0.073
C 2.67 5.85 3.83  -0.156
H 1.27 3.22 2.58  0.080
H 2.14 4.20 0.46  0.104
H 3.40 6.35 0.58  0.105
H 3.73 7.42 2.81  0.102
H 2.80 6.28 4.82  0.103
N 6.45 -3.18 -1.22  0.050
C 6.25 -4.21 -2.04  -0.170
C 7.26 -5.05 -2.48  -0.075
C 8.55 -4.80 -2.04  -0.076
C 8.78 -3.74 -1.19  -0.060
C 7.70 -2.96 -0.81  -0.148
H 5.22 -4.36 -2.36  0.086
H 7.04 -5.87 -3.14  0.100
H 9.37 -5.44 -2.36  0.107
H 9.77 -3.51 -0.83  0.106
H 7.83 -2.11 -0.14  0.091
N 8.81 0.57 -0.58  0.050
C 7.56 0.98 -0.83  -0.155
C 7.10 2.26 -0.53  -0.072
C 7.98 3.15 0.06  -0.082
C 9.28 2.73 0.33  -0.074
C 9.64 1.44 -0.01  -0.156
H 6.91 0.25 -1.29  0.100
H 6.09 2.54 -0.76  0.100
H 7.66 4.15 0.32  0.104
H 9.99 3.40 0.79  0.101
H 10.64 1.08 0.18  0.102

Q: Number 1 is which compound?
A: C66H73F5NOPS3Sc